Entry 1:
Entry from OMol25: the molecule C4H6N2O in a non-equilibrium geometry (ωB97M-V/def2-TZVPD).

The geometry in XYZ format:
```
13
Properties=species:S:1:pos:R:3:forces:R:3
H 1.5428 -0.6788 1.3841 0.0 0.1 -0.1
N 3.5864 0.2977 -0.8153 -1.0 -0.1 0.6
C -2.0224 -0.0197 0.2463 -0.1 0.1 -0.1
H 1.0834 0.9840 0.9801 0.1 -0.1 0.0
C 0.2338 -0.5016 -0.3275 0.2 0.0 -0.2
H -0.0089 0.2135 -1.1134 0.1 -0.1 0.1
N -2.1433 0.7883 -0.7160 -0.1 -0.2 0.3
H -3.0807 1.1781 -0.7279 0.1 0.0 0.0
O -0.9012 -0.7148 0.5121 0.0 0.0 0.0
C 1.3690 0.0165 0.5569 0.0 0.0 0.1
C 2.6149 0.1789 -0.1988 0.8 0.1 -0.6
H 0.5051 -1.4641 -0.7734 -0.1 0.2 0.1
H -2.7790 -0.2779 0.9927 0.1 0.1 -0.1
```
Forces are in eV/Å.

HOMO energy: -10.66 eV
energy relative to the best compared isomer or geometry (same formula, charge and spin): 31.37 kcal per mole
total charge: 0
2S+1: 1

Atomic partial charges in e from the Mulliken method, atoms 1 to 8: atom 1 (H): 0.270, atom 2 (N): -0.390, atom 3 (C): 0.124, atom 4 (H): 0.235, atom 5 (C): -0.534, atom 6 (H): 0.370, atom 7 (N): -0.618, atom 8 (H): 0.250

=====

Entry 2:
Entry from OMol25: C4H6N2O as an isolated structure (ωB97M-V/def2-TZVPD).

The geometry in XYZ format:
```
13
Properties=species:S:1:pos:R:3:forces:R:3
H 2.3320 -0.9732 0.5650 0.2 0.2 -0.3
H -2.4890 1.0453 -1.9498 0.0 0.0 0.1
H 0.7708 -1.5624 1.9910 0.0 0.1 0.0
N -2.2207 1.3336 -1.0257 0.1 0.1 0.1
C 0.5261 -0.7249 -0.7386 0.0 0.0 -0.1
N -0.5865 -0.2705 -1.2130 0.2 -0.1 0.2
C 1.3344 -0.2429 0.3387 -0.1 -0.4 0.1
H -2.6002 2.1768 -0.6292 0.0 -0.1 0.0
H 2.2234 -0.4485 2.2630 -0.1 -0.1 -0.2
O -0.6323 1.2057 0.5957 -0.1 -0.1 -0.3
C 1.4530 -0.8117 1.5801 -0.2 0.1 0.2
H 0.9971 -1.5249 -1.3192 -0.1 0.1 0.1
C -1.1081 0.7978 -0.4581 0.0 0.2 0.2
```
Forces are in eV/Å.

HOMO energy: -8.61 eV
energy relative to the best compared isomer or geometry (same formula, charge and spin): 88.87 kcal per mole
total charge: 0
2S+1: 1

Atomic partial charges in e from the Mulliken method, atoms 1 to 8: atom 1 (H): 0.211, atom 2 (H): 0.226, atom 3 (H): 0.232, atom 4 (N): -0.387, atom 5 (C): -0.093, atom 6 (N): -0.602, atom 7 (C): -0.125, atom 8 (H): 0.241

=====

Entry 3:
Entry from OMol25: C4H6N2O as an isolated structure (ωB97M-V/def2-TZVPD).

The geometry in XYZ format:
```
13
Properties=species:S:1:pos:R:3:forces:R:3
H 2.4267 -1.0128 -0.5823 -0.1 0.1 0.1
C -1.4608 0.9179 0.1875 0.3 -0.1 -0.2
C 2.0549 -0.3110 0.1647 0.0 0.0 0.0
H 2.6339 0.6169 0.1025 -0.1 -0.1 0.0
C 0.6124 -0.0325 -0.0931 0.1 0.0 0.1
H 2.1972 -0.7324 1.1646 0.0 0.1 -0.1
H -3.0871 -0.3133 0.3044 0.2 -0.1 0.1
H -2.0064 -0.0297 -1.8059 0.1 0.0 0.2
N -0.1487 0.7096 0.7294 0.0 0.0 0.1
N -0.0342 -0.4589 -1.1678 -0.1 0.1 0.2
O -2.1523 -0.5471 0.4011 -0.3 -0.1 0.1
C -1.2768 0.0823 -1.0107 0.0 0.1 -0.3
H 0.1974 1.1967 1.5412 0.0 -0.1 -0.1
```
Forces are in eV/Å.

HOMO energy: -8.16 eV
energy relative to the best compared isomer or geometry (same formula, charge and spin): 92.03 kcal per mole
total charge: 0
2S+1: 1

Atomic partial charges in e from the Mulliken method, atoms 1 to 8: atom 1 (H): 0.290, atom 2 (C): -0.514, atom 3 (C): -1.045, atom 4 (H): 0.299, atom 5 (C): 0.592, atom 6 (H): 0.321, atom 7 (H): 0.362, atom 8 (H): 0.376